(1)
The following is a quantum chemistry calculation of a molecular structure, C12H15FeN6PSe4, from OMol25.

Atoms and positions in Å:
1 C -2.398 1.686 2.331
2 Fe 0.947 -0.739 1.861
3 C -3.150 2.296 0.010
4 H 4.080 1.966 -1.281
5 C -1.386 0.924 2.840
6 H -2.581 2.991 -0.605
7 H 0.372 -3.910 1.038
8 N 0.091 -1.895 0.402
9 N 1.804 0.315 0.400
10 H -1.120 0.716 3.862
11 N -0.664 0.406 1.805
12 N -0.926 -2.352 -1.498
13 C 1.682 2.174 -2.687
14 C -0.477 -1.371 -0.671
15 H 3.820 0.500 1.062
16 H 0.645 1.982 -2.948
17 H -2.624 -2.618 -2.694
18 C -1.213 0.844 0.687
19 C -0.622 -3.548 -0.904
20 C 1.158 0.774 -0.655
21 H -1.072 -2.705 -3.555
22 C 3.097 0.739 0.298
23 H -3.905 2.852 0.559
24 H -0.879 -4.489 -1.358
25 Se 2.029 0.756 3.560
26 Se 2.578 -2.419 2.544
27 C 0.006 -3.251 0.270
28 Se 0.530 -2.441 3.599
29 N -2.285 1.631 0.967
30 H -3.645 1.570 -0.632
31 C -1.621 -2.199 -2.762
32 H 1.825 3.247 -2.569
33 H 2.320 1.812 -3.493
34 N 1.999 1.485 -1.451
35 Se 3.822 -0.723 3.674
36 H -1.696 -1.142 -3.005
37 P -0.594 0.417 -0.965
38 C 3.231 1.466 -0.849
39 H -3.175 2.254 2.812

The energy comes out at -12005.6855 a.u. As for the net charge: 0.

(2)
The following is a quantum chemistry calculation of a molecular structure, C2H7N2O5Sn3 in a non-equilibrium geometry, from OMol25.

Atoms and positions in Å:
1 C 0.006 -2.008 -0.478
2 O 2.312 0.536 0.052
3 N -0.603 1.613 0.913
4 C -1.937 1.549 0.249
5 O -1.781 -3.237 -1.387
6 H 1.446 0.098 0.168
7 Sn 4.086 -1.149 -1.639
8 H -2.524 0.932 0.929
9 H 0.421 -1.079 -0.869
10 N -1.400 -2.140 -1.016
11 H -2.402 2.529 0.353
12 O -2.134 -1.151 -0.859
13 H 0.692 -2.786 -0.812
14 O -0.276 0.656 1.632
15 H -1.958 1.227 -0.792
16 H -0.190 -1.996 0.594
17 Sn 2.866 0.665 2.981
18 O 0.127 2.580 0.568
19 Sn 3.247 3.162 -0.585

The energy comes out at -1205.1639 a.u. As for the net charge: +6. Its spin multiplicity is 2.

(3)
The following is a quantum chemistry calculation of C4H2O2 in the gas phase in a non-equilibrium geometry, from OMol25.

Atoms and positions in Å:
1 O 0.812 0.432 -1.910
2 C 1.046 -0.474 -1.150
3 C 0.193 -0.624 0.134
4 C -0.423 0.470 0.840
5 C -1.219 1.204 1.358
6 O -0.312 -1.699 0.352
7 H 1.706 -1.324 -1.429
8 H -1.786 1.996 1.791

The energy comes out at -303.9859 a.u. As for the SMILES: C#CC(=O)C=O. As for the net charge: 0.

(4)
The following is a quantum chemistry calculation of C3H4O3 in the gas phase, from OMol25.

Atoms and positions in Å:
1 H 1.219 0.960 1.052
2 O -1.198 0.893 0.045
3 C -0.131 0.138 -0.512
4 O 2.131 0.951 -0.755
5 H -1.214 0.579 0.970
6 C -0.481 -1.214 0.085
7 H -0.161 0.171 -1.606
8 O -0.445 -1.336 1.291
9 H -0.947 -1.972 -0.565
10 C 1.198 0.720 -0.031

The energy comes out at -342.3821 a.u. As for the SMILES: O=CC(O)C=O. As for the net charge: 0.